# 1
The following is a DFT calculation (ωB97M-V with the def2-TZVPD basis set) of the molecule C4Cl2.

Geometry as XYZ:
```
6
Properties=species:S:1:pos:R:3:mulliken_charge:R:1
Cl 0.263 0.879 -2.695 -0.1192
Cl -0.653 0.440 2.941 -0.0316
C -1.089 0.738 1.284 0.0975
C 1.394 0.141 -1.033 -0.2789
C -1.044 0.437 0.051 -0.1529
C 0.128 0.466 -0.899 0.4851
```

Computed properties:
E: -1072.5273 a.u.
LUMO energy: -1.071 eV
Multiplicity: 1


# 2
The following is a DFT calculation (ωB97M-V with the def2-TZVPD basis set) of a cluster of 4 separate species, C5H13Br2N3O6 in total.

Geometry as XYZ:
```
29
Properties=species:S:1:pos:R:3:mulliken_charge:R:1
Br 0.331 -1.352 -3.169 0.1746
Br 3.067 -0.519 -0.967 0.1833
O 2.629 2.717 3.337 -0.5119
O -3.941 -3.167 -0.445 -0.4776
O -1.395 2.287 -1.539 -0.5141
O -1.831 -3.022 -0.588 -0.4853
O 3.000 1.609 1.629 -0.5293
O -3.218 2.823 -0.722 -0.4957
N -2.849 -3.629 -0.851 0.7669
N 3.146 1.823 2.773 0.8525
N -2.038 2.955 -0.774 0.8303
C 3.638 0.624 3.487 -0.6425
C 1.296 0.243 -1.032 -0.4179
C -1.292 4.075 -0.132 -0.7217
C 0.244 -0.785 -1.248 -0.7367
C -2.721 -4.873 -1.702 -0.7015
H -0.224 4.202 -0.310 0.2997
H -1.792 -4.790 -2.265 0.2940
H 1.145 0.663 -0.037 0.3412
H -0.769 -0.404 -1.119 0.4383
H -1.870 4.969 -0.368 0.3009
H -3.612 -4.991 -2.319 0.3004
H 3.701 0.944 4.527 0.3155
H 4.586 0.299 3.057 0.2616
H 2.907 -0.174 3.353 0.2611
H 0.359 -1.674 -0.628 0.5014
H -2.347 -5.652 -1.038 0.3066
H -1.403 3.815 0.921 0.3124
H 1.251 0.985 -1.829 0.4934
```

Computed properties:
Charge: +1
E: -5961.3594 a.u.
LUMO energy (spin up / spin down): -3.449 / -9.596 eV
Multiplicity: 2


# 3
The following is a DFT calculation (ωB97M-V with the def2-TZVPD basis set) of the ion C13H20NO with charge +1.

Geometry as XYZ:
```
35
Properties=species:S:1:pos:R:3:mulliken_charge:R:1
O -0.114 0.690 -0.311 -0.1384
N 2.581 -0.407 0.061 0.4983
C 0.107 -0.316 0.645 -0.4491
C 2.917 0.304 1.310 -1.1721
C -1.291 1.458 -0.068 -0.9545
C 1.302 -1.164 0.217 -0.9942
C -4.766 0.192 0.766 -0.5208
C 2.487 0.495 -1.094 0.1201
C -3.908 -1.097 -1.059 -0.5298
C 3.656 -1.379 -0.241 -0.9300
C -2.569 0.657 -0.098 0.7201
C 2.998 1.704 -1.163 -0.9710
C -4.923 -0.829 -0.157 -0.4957
C -2.740 -0.356 -1.033 -0.1467
C -3.593 0.927 0.800 -0.5806
H 3.968 0.588 1.304 0.4256
H 3.799 -2.052 0.603 0.4319
H 1.962 0.047 -1.923 0.3078
H -4.030 -1.880 -1.791 0.3973
H -1.197 1.977 0.896 0.3929
H 3.524 2.192 -0.361 0.2756
H 2.739 -0.348 2.163 0.3073
H -0.764 -0.984 0.703 0.5267
H 0.256 0.122 1.645 0.3918
H -1.288 2.208 -0.867 0.3129
H -5.557 0.421 1.462 0.3905
H 2.304 1.197 1.407 0.4451
H 1.066 -1.622 -0.745 0.3208
H -1.953 -0.564 -1.744 0.3920
H 1.463 -1.955 0.953 0.3984
H 2.891 2.270 -2.071 0.3189
H -5.834 -1.408 -0.172 0.3913
H 4.587 -0.848 -0.437 0.3879
H -3.483 1.722 1.523 0.3444
H 3.401 -1.965 -1.122 0.3854
```

Computed properties:
Charge: +1
E: -637.0664 a.u.
LUMO energy: -2.440 eV
Multiplicity: 1
SMILES string: C=C[N+](C)(C)CCOCc1ccccc1


# 4
The following is a DFT calculation (ωB97M-V with the def2-TZVPD basis set) of a structure of composition C7H25BeN12O9.

Geometry as XYZ:
```
54
Properties=species:S:1:pos:R:3:mulliken_charge:R:1
O -2.261 -0.307 -0.754 -0.3736
O 2.849 1.473 -0.444 -0.5736
O 1.253 -1.542 1.670 -0.5227
O -0.966 2.168 0.343 -0.2785
O -0.926 0.033 2.361 -0.3944
O 0.239 -2.369 -1.060 -0.5379
O 0.323 0.542 -2.292 -0.4902
O 1.590 1.610 1.240 -0.2018
O 3.547 2.587 1.283 -0.3820
N -0.059 1.592 3.700 -0.3694
N -4.306 -0.546 -1.682 -0.4673
N 2.001 1.596 -3.124 -0.3277
N 3.474 -1.647 1.848 -0.3797
N -2.419 3.563 -0.650 -0.4229
N -3.959 -1.154 0.407 -0.3636
N -2.189 1.063 3.766 -0.4823
N 0.524 0.773 -4.536 -0.4095
N 1.184 -3.980 -2.265 -0.3936
N 2.242 -2.637 3.377 -0.4638
N -0.237 3.610 -1.134 -0.3546
N 0.171 -4.583 -0.520 -0.4615
C -1.210 3.024 -0.452 0.6347
C 2.645 1.914 0.648 0.6367
C 0.602 -3.558 -1.220 0.6351
C -1.001 0.755 3.343 0.6909
C 0.886 0.990 -3.278 0.4408
C 2.269 -1.997 2.207 0.4713
C -3.411 -0.656 -0.660 0.4601
Be 0.066 -0.027 0.143 1.5295
H -3.386 -1.378 1.208 0.2079
H -5.207 -0.988 -1.791 0.1819
H -0.494 -4.242 0.159 0.2312
H 0.488 -5.529 -0.680 0.1895
H -0.678 4.291 -1.736 0.1465
H 3.778 -1.675 0.885 0.2478
H 0.708 3.253 -1.141 0.0783
H 1.007 -4.923 -2.582 0.1635
H -2.241 1.976 4.195 0.1744
H -0.358 0.324 -4.737 0.2618
H 1.151 1.097 -5.259 0.1685
H -3.884 -0.101 -2.485 0.2265
H 4.192 -1.786 2.544 0.1827
H 3.054 -3.147 3.694 0.1863
H 0.818 1.560 3.200 0.1798
H 4.128 2.686 0.525 0.3301
H 1.317 -2.856 3.718 0.2710
H -2.327 4.355 -1.271 0.1315
H -4.951 -1.345 0.381 0.1713
H -0.259 2.092 4.555 0.1794
H 2.417 1.482 -2.211 0.3565
H 2.333 2.354 -3.703 0.2144
H -2.956 0.472 3.478 0.1949
H 1.679 -3.343 -2.872 0.2237
H -3.251 3.080 -0.343 0.2524
```

Computed properties:
Charge: +2
E: -1630.2896 a.u.
LUMO energy (spin up / spin down): -5.996 / -10.098 eV
Multiplicity: 2


# 5
The following is a DFT calculation (ωB97M-V with the def2-TZVPD basis set) of the molecule C3H7N3O.

Geometry as XYZ:
```
14
Properties=species:S:1:pos:R:3:mulliken_charge:R:1
O -1.769 -1.027 -1.175 -0.6006
N -0.664 0.081 0.512 -0.2123
N 0.548 -0.936 -1.104 -0.1918
N 2.782 -0.333 -0.729 -0.6747
C -0.741 -0.669 -0.634 0.4263
C -1.756 0.867 1.028 -0.8656
C 1.568 -0.004 -0.889 0.0499
H -1.333 1.539 1.778 0.3252
H 0.142 -0.069 1.098 0.2967
H -2.549 0.267 1.486 0.2661
H -2.183 1.466 0.217 0.2882
H 1.177 1.022 -0.880 0.3764
H 0.695 -1.729 -1.710 0.2526
H 3.329 0.519 -0.603 0.2635
```

Computed properties:
E: -358.0301 a.u.
LUMO energy: 0.730 eV
Multiplicity: 1
SMILES string: [H]/N=C/NC(=O)NC


# 6
The following is a DFT calculation (ωB97M-V with the def2-TZVPD basis set) of a cluster of 2 separate species, C28H26O4S2 in total.

Geometry as XYZ:
```
60
Properties=species:S:1:pos:R:3:mulliken_charge:R:1
S -0.022 1.753 0.772 1.2075
S -1.548 -0.535 -0.343 1.1822
O -0.543 2.302 -0.460 -0.6449
O -2.747 -0.246 0.426 -0.6781
O 1.330 2.087 1.173 -0.7639
O -1.285 -1.889 -0.814 -0.7635
C -2.844 3.321 4.066 -0.3961
C -1.127 2.382 2.052 0.0565
C 1.298 -1.058 3.977 -1.2421
C 0.544 -2.191 4.291 -0.5177
C -0.896 1.207 -3.974 -0.5581
C 1.805 -1.901 -4.337 -0.8728
C 1.556 -3.283 -0.237 -1.6896
C 2.940 -1.251 0.431 -2.1169
C -0.640 -1.973 2.181 -0.5820
C -3.334 3.070 2.783 -0.6937
C -2.954 1.029 -2.091 -0.5517
C -0.154 -0.028 0.649 0.7033
C 2.199 -2.000 -0.605 1.9574
C 1.099 -0.395 2.775 -0.1486
C 2.381 -0.663 -4.643 -0.3346
C 2.789 -0.269 -2.288 0.0616
C -3.116 1.815 -3.231 -0.7285
C -2.483 2.601 1.779 -0.1018
C 1.691 -2.322 -3.021 -0.1262
C -0.724 0.425 -2.832 0.8550
C 2.892 0.134 -3.611 -0.8862
C -1.480 3.159 4.321 -0.6944
C 0.090 -0.796 1.854 0.2294
C -0.623 2.695 3.319 -0.0653
C 2.216 -1.537 -1.944 0.5866
C -0.416 -2.640 3.382 -0.9119
C -1.724 0.412 -1.861 -0.3980
C -2.081 1.919 -4.161 -0.5614
H 2.419 -0.315 -5.677 0.4273
H -4.385 3.241 2.547 0.3793
H 3.187 0.366 -1.494 0.2835
H 0.702 -2.719 5.235 0.3904
H 0.477 -3.140 -0.091 0.3338
H -3.749 0.908 -1.359 0.4779
H 2.391 -0.331 0.663 0.5062
H 0.178 -0.176 -2.662 -0.1280
H 3.034 -1.834 1.353 0.4021
H -3.515 3.651 4.855 0.3746
H -1.406 -2.345 1.499 0.5182
H 1.235 -3.287 -2.795 0.2505
H 0.440 2.562 3.518 0.3826
H -4.053 2.353 -3.355 0.3768
H -1.070 3.396 5.303 0.3711
H 3.381 1.080 -3.843 0.3933
H -2.876 2.396 0.785 0.2935
H -1.025 -3.524 3.600 0.3984
H 1.440 -2.550 -5.134 0.3904
H -2.193 2.564 -5.029 0.3734
H 2.046 -0.672 4.671 0.4240
H 1.976 -3.672 0.701 0.3877
H 1.732 0.454 2.524 0.7411
H 1.689 -4.056 -0.997 0.5464
H 3.942 -0.955 0.107 0.5345
H -0.087 1.270 -4.703 0.3597
```

Computed properties:
E: -2179.7666 a.u.
LUMO energy: -2.636 eV
Multiplicity: 1


# 7
The following is a DFT calculation (ωB97M-V with the def2-TZVPD basis set) of a structure of composition C29H24Cl2F4N3O5Re.

Geometry as XYZ:
```
68
Properties=species:S:1:pos:R:3:mulliken_charge:R:1
Re 0.986 0.177 0.101 0.3004
Cl -0.391 4.299 2.493 -0.1937
Cl -1.704 6.092 -2.405 -0.2438
F -2.401 -0.326 -1.787 -0.4160
F -4.573 1.262 -1.636 -0.3393
F -1.548 0.411 2.785 -0.3976
F -3.712 2.004 2.931 -0.3383
O 3.036 4.651 -1.426 -0.5204
O 3.439 0.318 3.240 -0.5890
O 2.883 5.142 0.817 -0.4899
O 1.983 -0.452 1.713 -0.6907
O 0.362 1.808 1.022 -0.5542
N -0.734 -0.731 0.382 1.3937
N 0.163 1.360 -1.541 0.9889
N 1.383 -1.910 -0.656 0.0943
C -4.187 1.665 0.654 -0.6622
C 3.247 1.214 -0.158 -0.7216
C -3.841 1.059 -0.537 0.3845
C 2.899 0.413 2.179 0.3470
C -0.135 2.799 0.294 -0.0678
C -0.376 2.042 -3.767 -1.3461
C -0.806 -2.184 0.436 -0.6304
C 3.015 5.729 -0.485 -0.3581
C 0.619 -2.692 0.368 -1.1343
C -1.001 5.032 -0.045 -0.4543
C -0.250 2.592 -1.100 0.5114
C 0.711 -3.589 -2.459 -1.7939
C 3.127 1.535 1.202 -0.0271
C -2.728 0.242 -0.613 0.2634
C 3.664 -1.958 -1.784 -1.4688
C -1.924 0.015 0.497 -0.9368
C 3.045 2.857 1.645 -1.1107
C -0.789 3.274 -3.339 -1.2459
C 3.136 3.509 -0.701 0.9795
C -0.731 3.587 -1.968 0.4053
C 2.809 -2.369 -0.597 -0.7619
C 3.038 3.815 0.666 0.8186
C 0.097 1.110 -2.837 -0.3000
C -3.402 1.434 1.768 0.5682
C 3.285 2.233 -1.146 -1.2916
C -2.288 0.614 1.700 0.3775
C 0.795 -2.136 -2.012 -0.4878
C -0.512 4.017 0.805 0.5296
C -1.108 4.828 -1.389 0.5667
H 3.954 6.280 -0.536 0.3019
H -0.032 -4.153 -1.898 0.3351
H 0.412 -3.614 -3.507 0.4641
H 3.214 -1.986 0.339 0.5051
H 1.122 -2.533 1.321 0.6189
H -5.060 2.300 0.718 0.5397
H 2.926 3.091 2.693 0.5112
H -1.271 -2.517 1.368 0.4471
H 3.529 -0.910 -2.061 0.3759
H 0.663 -3.755 0.130 0.6776
H -0.199 -1.689 -2.011 0.2151
H 0.420 0.135 -3.166 0.1755
H 3.422 2.008 -2.195 0.5084
H 1.667 -4.105 -2.380 0.3157
H 2.811 -3.458 -0.510 0.6052
H 4.713 -2.101 -1.529 0.4120
H 1.411 -1.576 -2.714 0.6758
H -0.410 1.771 -4.812 0.5142
H -1.158 4.012 -4.039 0.6051
H -1.414 -2.576 -0.389 0.3677
H 3.577 0.215 -0.420 1.6156
H 3.458 -2.560 -2.668 0.3355
H 2.154 6.364 -0.681 0.3078
H -1.293 5.978 0.388 0.6131
```

Computed properties:
Charge: +1
E: -3057.9141 a.u.
LUMO energy (spin up / spin down): -3.602 / -4.280 eV
Multiplicity: 4


# 8
The following is a DFT calculation (ωB97M-V with the def2-TZVPD basis set) of the molecule C12H13NO.

Geometry as XYZ:
```
27
Properties=species:S:1:pos:R:3:mulliken_charge:R:1
O 0.760 -0.658 -1.876 -0.4769
N 2.279 2.509 -0.353 -0.5702
C 1.175 -1.532 -0.769 -0.6641
C -2.548 -0.122 -0.303 -0.5589
C -1.605 -0.162 -1.513 -0.7495
C 3.137 -0.842 0.816 -1.9283
C 0.040 1.260 -0.529 -0.3531
C -0.202 0.186 -1.312 0.8436
C -0.766 1.330 0.858 0.1182
C -2.244 1.174 0.538 -1.0123
C 0.722 -0.572 1.385 0.0945
C -0.341 0.128 1.734 -1.1492
C 1.317 1.905 -0.499 0.1044
C 1.656 -0.906 0.525 0.9077
H 3.780 -0.620 0.055 0.4922
H -2.371 -1.125 0.356 0.2396
H -2.131 0.515 -2.273 0.2989
H 3.623 -1.769 1.037 0.4433
H -3.651 -0.109 -0.512 0.3673
H -2.353 2.123 -0.089 0.3571
H 0.402 -2.275 -0.628 0.3723
H -0.665 2.232 1.300 0.7244
H 3.281 -0.220 1.597 0.4800
H -0.979 -0.133 2.447 0.5644
H -1.546 -1.135 -2.158 0.3215
H -2.725 1.101 1.506 0.4422
H 1.957 -2.282 -1.340 0.2910
```

Computed properties:
E: -594.8549 a.u.
LUMO energy: 0.120 eV
Multiplicity: 1
SMILES string: CC1=C=C[C@@H]2CCCC(=C2C#N)OC1


Please write out number 8 again, unchanged.
The following is a DFT calculation (ωB97M-V with the def2-TZVPD basis set) of the molecule C12H13NO.

Geometry as XYZ:
```
27
Properties=species:S:1:pos:R:3:mulliken_charge:R:1
O 0.760 -0.658 -1.876 -0.4769
N 2.279 2.509 -0.353 -0.5702
C 1.175 -1.532 -0.769 -0.6641
C -2.548 -0.122 -0.303 -0.5589
C -1.605 -0.162 -1.513 -0.7495
C 3.137 -0.842 0.816 -1.9283
C 0.040 1.260 -0.529 -0.3531
C -0.202 0.186 -1.312 0.8436
C -0.766 1.330 0.858 0.1182
C -2.244 1.174 0.538 -1.0123
C 0.722 -0.572 1.385 0.0945
C -0.341 0.128 1.734 -1.1492
C 1.317 1.905 -0.499 0.1044
C 1.656 -0.906 0.525 0.9077
H 3.780 -0.620 0.055 0.4922
H -2.371 -1.125 0.356 0.2396
H -2.131 0.515 -2.273 0.2989
H 3.623 -1.769 1.037 0.4433
H -3.651 -0.109 -0.512 0.3673
H -2.353 2.123 -0.089 0.3571
H 0.402 -2.275 -0.628 0.3723
H -0.665 2.232 1.300 0.7244
H 3.281 -0.220 1.597 0.4800
H -0.979 -0.133 2.447 0.5644
H -1.546 -1.135 -2.158 0.3215
H -2.725 1.101 1.506 0.4422
H 1.957 -2.282 -1.340 0.2910
```

Computed properties:
E: -594.8549 a.u.
LUMO energy: 0.120 eV
Multiplicity: 1
SMILES string: CC1=C=C[C@@H]2CCCC(=C2C#N)OC1


Which formula does entry 7 have? C29H24Cl2F4N3O5Re


Copy entry 8 word for word.
The following is a DFT calculation (ωB97M-V with the def2-TZVPD basis set) of the molecule C12H13NO.

Geometry as XYZ:
```
27
Properties=species:S:1:pos:R:3:mulliken_charge:R:1
O 0.760 -0.658 -1.876 -0.4769
N 2.279 2.509 -0.353 -0.5702
C 1.175 -1.532 -0.769 -0.6641
C -2.548 -0.122 -0.303 -0.5589
C -1.605 -0.162 -1.513 -0.7495
C 3.137 -0.842 0.816 -1.9283
C 0.040 1.260 -0.529 -0.3531
C -0.202 0.186 -1.312 0.8436
C -0.766 1.330 0.858 0.1182
C -2.244 1.174 0.538 -1.0123
C 0.722 -0.572 1.385 0.0945
C -0.341 0.128 1.734 -1.1492
C 1.317 1.905 -0.499 0.1044
C 1.656 -0.906 0.525 0.9077
H 3.780 -0.620 0.055 0.4922
H -2.371 -1.125 0.356 0.2396
H -2.131 0.515 -2.273 0.2989
H 3.623 -1.769 1.037 0.4433
H -3.651 -0.109 -0.512 0.3673
H -2.353 2.123 -0.089 0.3571
H 0.402 -2.275 -0.628 0.3723
H -0.665 2.232 1.300 0.7244
H 3.281 -0.220 1.597 0.4800
H -0.979 -0.133 2.447 0.5644
H -1.546 -1.135 -2.158 0.3215
H -2.725 1.101 1.506 0.4422
H 1.957 -2.282 -1.340 0.2910
```

Computed properties:
E: -594.8549 a.u.
LUMO energy: 0.120 eV
Multiplicity: 1
SMILES string: CC1=C=C[C@@H]2CCCC(=C2C#N)OC1